1.
C5H7N | ωB97M-V with the def2-TZVPD basis set

Properties
E_HOMO   -7.0 eV
Total energy   -249.196991 a.u.
ΔE to the lowest compared entry with this formula, charge and spin   725.29 kJ/mol
Charge   0

```
13
Properties=species:S:1:pos:R:3:forces:R:3:mulliken_charge:R:1
N -0.86067 1.77856 0.17500 0.34 -0.52 -0.91 -0.547
C 0.14250 -0.30228 -0.84898 0.11 1.16 -2.48 -1.000
C -0.96227 0.29709 -0.10310 0.51 -0.87 1.88 0.616
C 1.13755 -1.27225 -0.68044 0.08 0.14 0.83 -0.502
C -0.34999 -0.02201 1.16917 -0.89 -0.62 3.00 -0.785
C 2.11429 -1.98408 -0.59951 -0.53 0.07 -0.12 0.198
H -0.82835 0.27794 2.09256 -0.45 1.08 -0.05 0.209
H -1.97176 -0.03063 -0.33668 -0.40 0.30 -0.08 0.318
H -0.16820 2.24570 -0.40413 -0.16 0.00 0.18 0.250
H 0.37858 -0.71101 1.56792 0.74 -0.47 -1.55 0.296
H 0.13197 0.06071 -1.87429 0.48 0.16 -0.31 0.297
H -1.68785 2.32518 0.40551 0.03 -0.30 -0.43 0.217
H 2.92419 -2.66293 -0.56303 0.14 -0.14 0.03 0.433
```
Positions in Å, forces in eV/Å.



2.
C2H3BrN2O | ωB97M-V with the def2-TZVPD basis set

Properties
E_HOMO (alpha / beta)   -6.9 / -8.8 eV
Total energy   -2836.563805 a.u.
Multiplicity   3
ΔE to the lowest compared entry with this formula, charge and spin   133.85 kJ/mol
Charge   0
Expectation value of S²   2.05

```
9
Properties=species:S:1:pos:R:3:forces:R:3:mulliken_charge:R:1
Br 2.53276 0.02933 -0.24948 -0.46 0.15 -0.28 -0.131
O -1.45009 1.52087 0.25056 -1.21 0.14 0.27 -0.307
N -1.06034 -1.53853 0.11275 -0.90 -1.01 1.90 -0.535
N 0.09239 -1.09339 0.31527 1.14 1.19 -1.02 0.113
C -0.29486 1.56522 0.18820 2.22 -0.83 -0.92 0.113
C 0.66153 -0.22390 -0.54835 0.59 0.96 3.87 -0.298
H -1.18392 -2.31173 0.78840 -0.64 -0.23 -0.96 0.255
H 0.27572 -0.26572 -1.49085 -0.37 0.00 -2.82 0.520
H 0.42680 2.31784 0.63351 -0.37 -0.38 -0.04 0.271
```
Positions in Å, forces in eV/Å.



3.
C6H18N3O6P2S2 | ωB97M-V with the def2-TZVPD basis set

Properties
E_HOMO   -12.4 eV
Total energy   -2334.086068 a.u.
Charge   +1

```
37
Properties=species:S:1:pos:R:3:forces:R:3:mulliken_charge:R:1
S -1.78515 -2.37697 -2.57325 0.00 -0.17 -0.06 1.130
S -2.38841 3.81723 2.88922 0.16 -0.10 -0.06 -0.286
P -0.63535 3.87193 2.12129 -0.67 0.28 0.28 0.217
P 3.02765 2.11963 1.94629 0.14 -0.08 -0.03 0.799
O 2.98733 1.62331 0.45209 0.11 0.11 0.09 -0.445
O -2.12096 -1.92676 -3.88545 0.01 0.12 -0.06 -0.636
O -0.76455 -3.57814 -2.67600 0.07 0.03 0.16 -0.282
O 4.23999 1.84454 2.69238 0.11 -0.17 0.14 -0.616
O 2.52695 3.61809 1.96426 0.29 -0.13 -0.07 -0.451
O -1.29987 -1.41543 -1.62058 0.00 0.12 0.23 -0.500
N -0.61077 0.75732 2.87031 0.74 -1.32 -0.57 -0.204
N -0.01028 2.38103 1.44362 0.05 -0.39 -0.43 0.013
N 1.69489 1.25463 2.63808 -0.25 0.62 0.21 -0.111
C 1.46398 -2.51491 -2.83298 -0.13 0.07 0.13 -0.942
C -1.08574 1.62332 0.71163 -0.17 0.04 0.23 -0.738
C -1.45663 0.45081 1.66840 0.55 0.49 -0.37 -0.471
C 0.42356 -3.39475 -3.49058 0.22 -0.02 -0.28 -0.372
C -3.12124 -3.27180 -1.86776 -0.05 0.01 0.03 -0.969
C 0.41527 1.44779 2.36880 -0.19 0.57 0.21 0.240
H 3.87355 1.32884 0.17717 -0.22 0.01 -0.09 0.361
H 1.95339 0.51429 3.27962 0.07 0.08 0.10 0.270
H -1.01541 -0.43669 1.22148 -0.52 -0.35 0.04 0.347
H -2.51205 0.34571 1.88129 0.00 0.07 0.21 0.304
H 2.36748 -2.51288 -3.44216 0.01 -0.04 -0.01 0.397
H 3.27600 4.17676 2.24256 -0.25 0.07 -0.02 0.369
H 0.80324 -4.40318 -3.63260 -0.08 -0.05 0.06 0.276
H -3.46859 -4.00430 -2.59034 0.01 -0.01 -0.01 0.346
H -0.66270 1.24505 -0.21361 -0.09 0.02 -0.08 0.359
H 1.70826 -2.89000 -1.83878 0.04 -0.03 -0.02 0.253
H -3.90336 -2.54724 -1.65177 0.00 0.01 -0.02 0.373
H -2.78075 -3.75016 -0.95371 0.01 -0.01 0.00 0.319
H -1.93071 2.27609 0.51171 -0.01 0.00 -0.03 0.459
H -0.51642 4.68480 0.99550 0.29 0.06 -0.06 0.147
H 1.11335 -1.48876 -2.73291 0.00 0.00 -0.04 0.267
H 0.12495 -3.01002 -4.46567 -0.08 0.04 0.04 0.349
H -0.32049 -0.06490 3.38930 -0.39 -0.02 0.26 0.332
H 0.38960 4.20573 3.00314 0.21 0.03 -0.14 0.100
```
Positions in Å, forces in eV/Å.



4.
C18H36BN2O36S7 | ωB97M-V with the def2-TZVPD basis set

Properties
E_HOMO (alpha / beta)   -14.3 / -14.3 eV
Total energy   -6336.985337 a.u.
Multiplicity   2
Charge   +2
Expectation value of S²   0.76

```
100
Properties=species:S:1:pos:R:3:forces:R:3:mulliken_charge:R:1
S 4.65206 0.83571 -2.91987 4.16 -1.04 2.51 1.181
S -6.19102 3.10440 -3.51802 0.83 0.30 -0.33 1.035
S 4.57227 0.05207 4.88615 0.67 1.01 0.84 1.051
S -3.90141 4.07534 3.83226 -4.07 2.00 1.93 1.026
S 4.50299 -3.07438 -0.70618 -1.22 -0.47 2.26 1.002
S 1.16805 -6.41106 0.86636 0.14 -0.14 0.30 1.019
S -1.01536 4.54017 -2.02947 -0.39 0.18 -3.83 1.277
O -3.65148 -1.70070 3.38279 1.33 0.70 -1.17 -0.780
O -2.51732 0.30170 0.70078 -3.68 -0.76 1.39 0.572
O 4.08445 0.12064 -4.03578 -0.49 1.08 0.84 -0.703
O -0.50969 -0.97707 0.12895 1.01 0.51 -1.14 -0.302
O -1.59175 3.07167 -1.63635 -0.99 1.17 1.74 -0.063
O -4.76093 2.74058 -2.79714 -0.30 0.30 0.86 -0.213
O 0.21431 3.83040 -2.85928 -0.39 0.99 0.25 -0.341
O 5.04982 2.41208 -3.22171 0.21 -3.35 -1.14 -0.326
O 3.71176 -1.03898 5.36237 1.32 2.49 -1.79 -0.515
O -2.88224 3.92506 4.84483 -0.81 -0.15 -1.92 -0.360
O 5.71313 -2.90077 -1.49966 -2.43 -0.31 1.68 -0.573
O -3.69884 2.83348 2.72080 0.82 0.17 0.01 -0.021
O -3.47905 5.23962 2.69909 -0.49 -1.78 2.30 -0.282
O 3.82861 1.43074 4.23054 0.42 -1.77 1.40 -0.436
O 5.81408 0.14710 -2.25040 -3.84 2.49 -1.90 -0.514
O -6.35702 2.13292 -4.60431 -0.09 2.23 2.17 -0.527
O -1.85528 5.21715 -3.03821 1.74 -1.74 2.97 -0.550
O -0.44173 0.78529 1.61156 0.17 0.44 0.25 -0.692
O 3.54762 -1.91779 -0.46116 2.98 -3.73 -1.20 -0.170
O -5.34302 4.14312 4.24600 5.29 -0.27 -2.18 -0.415
O 5.54777 0.59758 5.82094 -1.61 -1.24 -2.10 -0.500
O -6.22712 4.56756 -3.68530 -0.39 -4.17 0.55 -0.481
O -7.03183 2.58114 -2.17905 -0.26 2.19 -0.87 -0.413
O 1.17583 -5.07071 -0.12798 0.46 -1.88 1.06 -0.234
O -4.73488 0.26512 1.60664 4.04 -0.38 -1.18 -0.757
O 3.65659 -4.40067 -1.17708 -0.72 3.66 -2.05 -0.335
O -0.56196 5.24027 -0.85622 -0.60 -1.30 -0.94 -0.570
O -0.47149 -6.25475 1.16827 2.13 -2.15 0.55 -0.368
O 1.32111 1.99216 0.79807 -2.32 -2.65 -0.44 -0.587
O 1.40893 -7.61446 0.09255 -0.65 2.04 1.26 -0.533
O 3.51823 1.26732 -1.83141 -0.42 -3.18 -1.23 -0.191
O 1.98947 -6.12785 2.04271 -1.86 -0.33 -2.31 -0.523
O -1.68365 -1.24718 2.28381 0.05 -0.16 0.16 -0.445
O 5.23594 -0.30274 3.40073 0.12 -1.97 1.92 -0.386
O 1.33753 -0.41041 -1.17135 -3.24 1.02 2.87 -0.179
O 4.68824 -3.85462 0.78221 0.79 1.50 -0.53 -0.350
N 2.15794 -2.01113 -3.26580 -0.14 0.30 -0.84 -0.021
N -6.27039 -1.75922 2.44622 -0.53 0.27 -0.57 -0.288
C 3.47991 1.10493 2.91131 -0.40 -0.47 -1.05 -0.272
C -2.44969 4.66237 1.89792 -1.07 1.20 -0.38 -0.233
C -2.88923 3.25220 1.66365 0.82 0.73 0.08 0.778
C -4.91909 1.55693 -1.96674 -0.30 -0.87 -1.76 0.508
C -0.03832 2.45545 -3.23111 -0.03 -0.37 1.26 0.354
C 4.50881 3.18047 -2.21833 0.42 4.48 0.06 -0.521
C -2.94947 -1.11643 2.57029 -0.91 -0.33 -0.11 0.397
C -1.44945 2.11825 -2.67319 0.50 0.63 -0.99 -0.358
C 4.72207 0.39845 2.30766 -0.55 2.95 0.60 0.007
C 4.15721 -5.58796 -0.69634 -0.05 -2.00 -0.28 -0.464
C 0.53571 1.04053 0.75694 1.89 1.52 0.06 1.066
C -6.43046 1.45374 -1.59751 0.09 -0.88 -0.73 -0.231
C -0.85302 -4.93017 0.99995 -1.03 0.52 1.09 -0.388
C -0.12516 -4.54884 -0.21452 0.05 2.90 -1.89 0.502
C 0.52430 -0.16695 -0.26193 1.48 -1.28 -1.33 -0.359
C 3.90422 2.40154 -1.14068 0.04 0.87 0.46 0.034
C -3.52805 -0.08306 1.54843 -1.79 0.81 -0.19 0.601
C 4.80465 -5.28407 0.67495 0.48 -0.76 -2.04 -0.214
B -1.29603 -0.35352 1.17238 1.58 0.76 0.37 0.457
H -6.60785 1.31687 -0.53079 0.01 1.08 0.15 0.218
H -6.17383 -0.76126 2.32438 0.12 0.79 0.18 0.306
H -7.07593 -1.97282 3.01683 -0.26 -0.40 0.14 0.412
H -6.33023 -2.11042 1.50114 -0.43 -0.56 -0.23 0.373
H 3.76982 3.85924 -2.64408 -0.12 -0.12 -0.37 0.282
H -1.46411 4.76752 2.35145 0.32 -0.20 0.38 0.368
H -1.94234 -4.89931 0.97726 0.02 -0.17 -0.60 0.325
H 4.56955 -0.08299 1.34172 -0.14 -0.93 0.58 0.051
H 3.33378 -6.29786 -0.77440 -0.17 0.11 0.74 0.182
H 5.26313 3.83839 -1.78676 0.34 -0.06 -0.27 0.353
H 4.40335 -5.87936 1.49512 -0.36 0.96 0.20 0.349
H -2.44060 5.29772 1.01228 0.18 -0.19 -0.32 0.364
H -4.61810 0.77092 -2.65933 -0.30 -0.53 0.22 0.280
H 4.65033 2.26009 -0.35875 -0.47 -0.63 0.35 0.068
H -1.54168 1.13395 -2.21410 0.16 0.06 -0.10 0.201
H 1.38254 -1.97676 -3.91208 -0.18 -0.20 -0.48 0.437
H -2.02382 2.65498 1.37641 0.00 -1.13 0.54 -0.365
H 0.69967 1.90296 -2.64955 0.13 -0.22 -0.21 -0.294
H 2.01427 -1.24154 -2.62769 -0.22 0.13 1.36 -0.038
H 0.09314 2.24946 -4.29337 -0.14 0.52 0.05 0.319
H -4.22202 1.45685 -1.13476 -0.07 0.98 0.11 -0.479
H -0.60641 -4.73452 -1.17474 -0.11 -1.15 0.08 0.239
H 3.18666 2.01293 2.38439 0.20 -0.05 0.12 0.341
H 5.44099 1.20086 2.14215 0.20 0.10 -0.35 0.353
H 2.20816 -2.92416 -2.83691 0.18 -0.25 0.55 0.195
H 0.01468 -3.47156 -0.30401 0.04 0.27 0.52 -0.375
H 3.00537 2.95220 -0.86333 0.15 -0.49 0.72 0.207
H -7.00886 0.63719 -2.02971 0.84 -0.65 -0.31 0.324
H -5.38590 -2.04711 2.83979 0.81 -0.31 0.81 0.292
H 5.80994 -5.64988 0.46597 0.49 0.74 0.87 0.275
H -2.22657 2.27095 -3.42210 -0.07 -0.03 0.03 0.164
H 2.62585 0.42845 2.94413 -0.21 -0.15 -0.18 0.238
H -0.61067 -4.32025 1.87021 0.54 0.04 0.09 0.344
H -3.48131 3.21552 0.74921 -0.72 -0.11 -0.58 -0.016
H 4.85098 -6.02560 -1.41416 0.54 0.34 0.10 0.315
H 3.00983 -1.76139 -3.74747 0.74 -0.10 -0.53 0.508
```
Positions in Å, forces in eV/Å.



5.
C23H33BrN7OPtS2 | ωB97M-V with the def2-TZVPD basis set

Properties
E_HOMO   -10.2 eV
Total energy   -4844.319095 a.u.
ΔE to the lowest compared entry with this formula, charge and spin   0.00 kJ/mol
Charge   +1

```
68
Properties=species:S:1:pos:R:3:forces:R:3:mulliken_charge:R:1
Pt 0.79084 0.21438 -0.13364 0.27 -0.15 -0.04 0.753
Br 1.34942 6.89841 -2.63646 -0.01 -0.01 0.01 -0.161
S -1.73690 -1.17589 -1.30650 -0.11 -0.05 0.03 -0.151
S -3.60516 1.07596 -0.49561 -0.02 -0.02 0.01 -0.332
O -4.12936 -1.42088 -0.31104 0.04 0.04 0.02 -0.320
N -1.04859 -0.28940 2.13156 0.05 -0.04 0.02 0.062
N 3.53881 -1.59836 0.49329 0.12 -0.05 -0.01 -0.040
N 1.58459 -1.51443 -0.80644 -0.01 0.03 0.03 -0.253
N -0.04703 1.93345 0.57559 -0.11 0.03 0.12 -0.024
N 3.17925 -3.20027 -1.09738 -0.06 0.05 0.07 -0.523
N 2.29668 0.16920 1.35751 -0.07 0.02 0.06 -0.562
N 4.27832 -0.51587 2.39707 0.00 0.02 -0.03 0.153
C 0.90935 5.36948 -1.62128 -0.01 0.01 0.01 0.026
C 1.60916 3.46695 -0.34770 0.00 -0.01 0.01 -0.300
C -2.64625 1.24168 3.04592 -0.02 -0.02 0.03 -0.943
C 4.17619 0.56909 3.36167 0.01 -0.01 0.01 -1.050
C 0.27833 3.12723 -0.15108 -0.03 0.02 -0.03 -0.028
C 3.32744 -0.60035 1.43436 -0.05 0.08 0.06 0.434
C 1.92758 4.59865 -1.07538 0.00 0.01 -0.02 -0.735
C 2.68642 -2.07838 -0.47557 0.03 -0.17 -0.11 0.581
C -3.29377 0.20734 3.70374 0.05 -0.01 -0.02 -0.429
C 5.41234 -1.42799 2.45093 0.00 -0.01 0.02 -0.935
C -1.53977 0.61506 -3.91188 -0.03 0.03 -0.06 -1.882
C -0.26492 0.38182 -3.09553 -0.04 -0.07 0.10 2.090
C -0.73709 3.89484 -0.70340 0.01 0.02 0.02 0.310
C -0.65026 0.25458 -1.59233 0.03 0.17 -0.19 -0.825
C -3.22528 -0.51185 -0.67446 0.01 0.00 -0.04 0.782
C 0.64159 1.60465 -3.25592 0.00 0.02 -0.01 -1.599
C -0.41973 5.02488 -1.44333 0.02 0.02 -0.01 -0.770
C 0.47452 -0.83331 -3.66370 -0.02 -0.06 -0.01 -2.002
C -1.67079 -1.26961 2.76751 0.00 -0.02 0.03 -0.341
C -2.80168 -1.07760 3.55454 -0.02 0.05 0.00 -0.688
C -1.54166 0.94123 2.25757 -0.05 0.01 -0.02 0.585
C -0.94512 2.03695 1.48080 0.05 -0.02 -0.07 -0.298
C -3.88447 -2.82121 -0.47553 0.00 -0.01 -0.01 -0.762
H 0.14454 2.51772 -2.91930 0.00 -0.05 -0.01 0.231
H 1.56229 1.48698 -2.68183 0.02 0.00 0.01 0.290
H 2.38796 2.83301 0.05666 0.00 0.01 -0.01 0.458
H 1.48468 -0.90847 -3.25772 0.02 0.02 0.01 0.404
H 3.65529 -3.88498 -0.52963 -0.02 0.06 -0.02 0.211
H -1.20221 5.62195 -1.89007 0.00 0.00 0.00 0.463
H 5.08819 -2.46743 2.52970 0.00 -0.01 -0.01 0.364
H 6.08030 -1.31157 1.59175 0.00 0.00 0.01 0.368
H 5.01370 0.50953 4.04866 0.00 0.00 -0.01 0.262
H -1.29281 0.76982 -4.96399 0.00 -0.01 -0.01 0.482
H -4.16819 0.40165 4.30938 0.00 0.00 0.00 0.447
H 0.90351 1.73523 -4.30838 0.00 0.01 0.00 0.552
H -3.00719 2.25920 3.11611 -0.01 0.00 0.00 0.438
H 2.95960 4.87915 -1.23190 0.00 0.00 0.00 0.442
H -1.25002 -2.26223 2.64597 0.00 0.00 -0.01 0.465
H -2.22350 -0.23226 -3.84804 0.00 -0.03 -0.01 0.369
H -1.30025 1.11150 -1.40095 -0.04 -0.05 0.08 -0.133
H -1.76925 3.58221 -0.59953 0.00 0.00 0.01 0.387
H 4.46251 -1.99537 0.46185 -0.02 0.02 0.00 0.267
H 0.57390 -0.72810 -4.74543 0.00 -0.01 -0.01 0.507
H 2.61529 -3.60004 -1.83080 0.01 0.05 0.02 0.242
H -3.70983 -3.06195 -1.52388 0.00 -0.01 0.00 0.370
H -3.03239 -3.13682 0.12784 0.00 0.00 0.00 0.305
H -2.07349 1.49887 -3.55691 0.01 0.01 0.02 0.363
H -0.06155 -1.77455 -3.48628 -0.01 0.08 0.00 0.287
H 4.20780 1.54367 2.86857 -0.01 0.00 -0.01 0.383
H -1.34256 3.02887 1.68753 0.01 0.01 0.00 0.471
H 2.21218 0.81159 2.13172 0.00 -0.02 0.02 0.125
H 5.99452 -1.20316 3.33827 -0.01 -0.01 0.00 0.247
H -4.78913 -3.31076 -0.12908 0.00 0.01 0.00 0.257
H -3.27608 -1.92115 4.03657 0.00 0.01 0.01 0.433
H 1.05187 -2.04668 -1.48048 -0.03 -0.02 -0.04 0.045
H 3.25734 0.49215 3.94798 0.01 0.00 0.01 0.377
```
Positions in Å, forces in eV/Å.



6.
C2H2NO2 | ωB97M-V with the def2-TZVPD basis set

Properties
E_HOMO   -18.6 eV
SMILES   C1=[N+]=COO1
Total energy   -282.230348 a.u.
ΔE to the lowest compared entry with this formula, charge and spin   314.83 kJ/mol
Charge   +1

```
7
Properties=species:S:1:pos:R:3:forces:R:3:mulliken_charge:R:1
O -0.04512 -0.59274 1.10478 -0.39 -0.53 0.95 0.025
O -0.45357 0.73342 0.94794 -0.14 -0.65 1.75 0.022
N 0.25086 -0.00626 -0.96025 0.47 -2.06 -1.09 -0.284
C 0.32514 -1.00851 -0.07790 -0.36 2.68 -0.08 0.262
C -0.24715 0.97945 -0.28755 0.74 -1.31 -0.31 0.154
H -0.46687 1.92984 -0.60844 -0.53 2.22 -0.85 0.435
H 0.63670 -2.03520 -0.11858 0.22 -0.34 -0.38 0.387
```
Positions in Å, forces in eV/Å.